DFT (wB97M-V/def2-TZVPD) results for a cluster of 2 separate species, C6H16N2 in total.

```
! wB97M-V def2-TZVPD RIJCOSX def2/J DEFGRID3
* xyz 0 1
C -0.375 2.344 -1.777
C 0.514 1.390 -1.008
C 0.953 1.937 0.350
C 1.921 1.012 1.088
H -1.326 2.537 -1.267
H -0.653 1.942 -2.752
H 0.077 3.330 -1.902
H 1.391 1.142 -1.609
H 0.010 0.455 -0.754
H 0.087 2.086 1.001
H 1.435 2.911 0.216
H 1.434 0.065 1.321
H 2.272 1.468 2.010
H 2.796 0.794 0.475
C 0.082 -2.971 0.935
N -2.431 -1.990 0.412
C -1.378 -1.829 -0.464
N -0.176 -2.207 -0.282
H 1.033 -3.483 0.825
H -0.699 -3.714 1.134
H 0.136 -2.342 1.834
H -2.210 -2.059 1.393
H -3.265 -1.453 0.231
H -1.628 -1.365 -1.413
*
```

Properties
- energy above the lowest of the compared OMol25 structures with the same formula, charge and spin (kJ/mol) = 64.9
- E_HOMO (eV) = -9.171

---

DFT (wB97M-V/def2-TZVPD) results for a cluster of 2 separate species, C6H16N2 in total.

```
! wB97M-V def2-TZVPD RIJCOSX def2/J DEFGRID3
* xyz 0 1
C 1.639 0.217 0.509
C 1.555 0.532 -0.992
C 1.757 -0.709 -1.851
N 1.098 1.256 1.371
H 0.132 1.424 1.103
H 1.605 2.124 1.211
H 1.077 -0.693 0.697
H 2.678 0.039 0.799
H 0.570 0.950 -1.195
H 2.299 1.289 -1.250
H 2.748 -1.127 -1.697
H 1.649 -0.469 -2.905
H 1.019 -1.463 -1.594
C -1.716 -1.063 1.743
N -1.862 1.232 -0.163
C -1.728 -0.101 -0.568
C -1.620 -1.137 0.247
H -2.356 1.817 -0.820
H -2.235 1.331 0.774
H -1.647 -0.224 -1.635
H -1.413 -2.112 -0.173
H -1.896 -2.058 2.158
H -0.806 -0.658 2.182
H -2.547 -0.396 2.049
*
```

Properties
- energy above the lowest of the compared OMol25 structures with the same formula, charge and spin (kJ/mol) = 78.4
- E_HOMO (eV) = -8.342

---

DFT (wB97M-V/def2-TZVPD) results for an isolated molecule of C6H16N2 at a distorted geometry.

```
! wB97M-V def2-TZVPD RIJCOSX def2/J DEFGRID3
* xyz 0 1
C -0.172 -0.078 0.742
C -2.272 0.866 1.022
C 0.208 -2.130 -1.025
C -0.803 1.353 -1.126
C 2.205 -0.850 -0.607
C 0.713 0.923 1.459
N -1.104 0.275 -0.210
N 0.792 -0.965 -0.416
H -0.517 -0.889 1.392
H -1.732 1.644 -1.619
H 2.752 -1.669 -0.109
H 2.449 -0.900 -1.680
H -2.026 1.892 1.304
H -3.168 0.839 0.409
H -2.402 0.213 1.880
H 0.430 -2.175 -2.099
H -0.876 -2.123 -0.913
H 0.593 -3.056 -0.565
H -0.106 0.973 -1.874
H -0.363 2.249 -0.674
H 2.596 0.100 -0.242
H 1.542 0.400 1.929
H 1.126 1.675 0.792
H 0.137 1.434 2.230
*
```

Properties
- energy above the lowest of the compared OMol25 structures with the same formula, charge and spin (kJ/mol) = 360.4
- E_HOMO (eV) = -7.203

---

DFT (wB97M-V/def2-TZVPD) results for an isolated molecule of C6H16N2 at a distorted geometry.

```
! wB97M-V def2-TZVPD RIJCOSX def2/J DEFGRID3
* xyz 0 1
C -0.742 0.318 1.584
C -0.590 0.145 0.059
C -0.641 -1.368 -0.336
C -0.772 -1.422 -1.881
C 0.600 -2.148 0.066
N 0.487 0.812 -0.679
C 0.603 2.217 -0.289
N 1.466 2.521 0.840
H 0.214 0.167 2.081
H -1.162 1.320 1.731
H -1.560 -0.284 1.983
H -1.492 0.596 -0.363
H -1.549 -1.705 0.165
H -0.354 -0.531 -2.344
H -1.784 -1.524 -2.274
H -0.227 -2.280 -2.284
H 0.378 -2.680 1.001
H 1.006 -2.958 -0.541
H 1.517 -1.572 0.248
H 1.342 0.304 -0.509
H 0.789 2.891 -1.125
H -0.424 2.502 -0.053
H 2.013 1.821 1.323
H 0.883 2.860 1.599
*
```

Properties
- energy above the lowest of the compared OMol25 structures with the same formula, charge and spin (kJ/mol) = 134.0
- E_HOMO (eV) = -8.876

---

DFT (wB97M-V/def2-TZVPD) results for a cluster of 2 separate species, C6H16N2 in total at a distorted geometry.

```
! wB97M-V def2-TZVPD RIJCOSX def2/J DEFGRID3
* xyz 2 1
C 0.904 0.393 1.674
C -0.032 -0.404 2.395
C 3.264 0.622 1.055
C -2.301 -1.262 -1.189
C -0.306 -0.595 -2.130
C -2.244 0.981 -1.631
N 2.148 0.129 1.768
N -1.610 -0.323 -1.625
H -1.114 -0.100 2.279
H -0.068 -1.422 2.182
H -0.073 -0.113 3.410
H 3.733 -0.052 0.395
H 4.039 0.978 1.785
H 2.898 1.577 0.458
H -3.275 -0.933 -0.852
H -1.748 -2.231 -1.364
H 0.674 1.293 1.081
H 0.422 -1.081 -1.405
H -0.466 -1.091 -3.099
H 0.262 0.339 -2.381
H -1.873 1.793 -0.956
H -2.170 1.391 -2.639
H -3.383 0.807 -1.526
H 2.319 -0.697 2.315
*
```

Properties
- energy above the lowest of the compared OMol25 structures with the same formula, charge and spin (kJ/mol) = 0.0
- E_HOMO (eV) = -19.834

---

DFT (wB97M-V/def2-TZVPD) results for a cluster of 2 separate species, C6H16N2O in total at a distorted geometry.

```
! wB97M-V def2-TZVPD RIJCOSX def2/J DEFGRID3
* xyz 0 1
C 1.301 0.040 -0.109
C 2.086 1.128 0.612
C 2.010 -0.378 -1.389
C 1.092 -1.181 0.779
H 0.132 0.486 -0.087
H 0.596 -0.827 1.683
H 0.476 -1.911 0.253
H 2.989 0.709 1.063
H 1.488 1.564 1.411
H 2.424 1.922 -0.052
H 2.928 -0.908 -1.121
H 1.407 -1.064 -1.980
H 2.332 0.468 -1.995
H 2.021 -1.645 1.115
C -2.382 1.471 -0.827
N -1.824 -0.067 1.148
C -1.748 0.147 -0.506
O -2.130 -1.413 1.496
N -1.947 -0.840 -1.257
H -1.278 -1.809 1.724
H -2.549 0.496 1.582
H -1.722 -1.753 -0.869
H -1.928 2.256 -0.225
H -3.437 1.457 -0.550
H -2.336 1.654 -1.898
*
```

Properties
- energy above the lowest of the compared OMol25 structures with the same formula, charge and spin (kJ/mol) = 409.1
- E_HOMO (eV) = -9.086

---

DFT (wB97M-V/def2-TZVPD) results for a cluster of 2 separate species, C6H16N2O in total at a distorted geometry.

```
! wB97M-V def2-TZVPD RIJCOSX def2/J DEFGRID3
* xyz 0 1
C -1.224 -0.303 0.552
C 0.903 0.933 0.365
C 0.816 -1.400 -1.314
C -1.981 0.185 -0.649
C -1.742 -1.514 1.260
C 2.066 1.319 1.248
N -0.163 0.341 1.075
N 0.643 1.930 -0.624
O 0.932 -0.907 -2.647
H 1.627 -0.239 -2.655
H 0.188 -0.134 1.899
H 0.990 -0.319 -0.552
H -0.082 1.659 -1.270
H 0.462 2.849 -0.232
H -0.021 -2.098 -1.321
H 1.703 -1.954 -0.984
H -1.409 0.094 -1.578
H -2.891 -0.403 -0.757
H -2.286 1.229 -0.530
H -1.756 -2.377 0.584
H -1.128 -1.786 2.121
H -2.772 -1.367 1.607
H 2.941 1.496 0.624
H 2.305 0.528 1.961
H 1.881 2.239 1.816
*
```

Properties
- energy above the lowest of the compared OMol25 structures with the same formula, charge and spin (kJ/mol) = 440.7
- E_HOMO (spin up / spin down) (eV) = -6.131 / -6.194

---

DFT (wB97M-V/def2-TZVPD) results for a cluster of 2 separate species, C6H16N2O5S in total at a distorted geometry.

```
! wB97M-V def2-TZVPD RIJCOSX def2/J DEFGRID3
* xyz 0 3
C -1.541 2.813 0.281
C 2.306 -1.295 -0.758
C 1.537 0.047 1.340
C -2.293 2.161 1.181
C 1.136 -0.889 0.181
C -0.027 -0.113 -0.627
N -0.254 -0.595 -1.927
N 0.715 -2.137 0.808
O -3.127 0.002 -1.386
O -3.321 -1.260 0.657
O -2.163 -2.278 -1.198
O -3.405 1.433 1.022
O -1.256 -0.483 0.146
S -2.462 -0.986 -0.620
H -0.053 1.062 -0.601
H -1.606 2.814 -0.725
H -0.762 3.551 0.679
H 2.638 -0.793 -1.589
H 2.125 -2.357 -1.035
H 3.068 -1.234 -0.034
H 0.645 0.460 1.737
H 2.142 -0.381 2.197
H 2.025 0.863 0.893
H -2.005 2.167 2.217
H -1.220 -0.314 -2.336
H -0.173 -1.627 -1.951
H 0.788 -1.957 1.861
H -0.241 -2.307 0.497
H -3.496 1.344 0.080
H -3.695 -0.439 1.135
*
```

Properties
- energy above the lowest of the compared OMol25 structures with the same formula, charge and spin (kJ/mol) = 99.5
- E_HOMO (spin up / spin down) (eV) = -5.334 / -9.627
- expectation value of S² = 2.01

---

DFT (wB97M-V/def2-TZVPD) results for a cluster of 2 separate species, C6H16N3O2 in total at a distorted geometry.

```
! wB97M-V def2-TZVPD RIJCOSX def2/J DEFGRID3
* xyz 1 1
N -2.704 -0.279 1.145
C -1.468 -0.011 1.499
N -1.168 0.853 2.486
C 0.259 0.851 2.907
C 0.857 -0.547 2.955
C 0.407 -1.400 1.746
N -0.463 -0.685 0.802
O 0.256 0.231 -0.007
H -2.833 -0.746 0.262
H -3.481 -0.011 1.727
H -1.762 0.736 3.303
H 0.822 1.511 2.259
H 0.295 1.283 3.900
H 1.937 -0.467 2.978
H 0.545 -1.044 3.870
H 1.238 -1.817 1.194
H -0.179 -2.249 2.093
H 0.394 -0.256 -0.840
C 0.769 0.662 -4.698
C 0.693 0.716 -3.187
O 0.518 -0.599 -2.621
H -0.133 0.210 -5.109
H 0.882 1.662 -5.116
H 1.619 0.058 -5.022
H -0.164 1.303 -2.864
H 1.596 1.172 -2.771
H 1.269 -1.137 -2.892
*
```

Properties
- energy above the lowest of the compared OMol25 structures with the same formula, charge and spin (kJ/mol) = 210.7
- E_HOMO (eV) = -13.430

---

DFT (wB97M-V/def2-TZVPD) results for a cluster of 4 separate species, C6H16N4O7 in total at a distorted geometry.

```
! wB97M-V def2-TZVPD RIJCOSX def2/J DEFGRID3
* xyz 0 1
C -2.601 3.815 0.112
N -3.762 4.550 0.676
O -4.648 4.940 -0.110
O -3.786 4.750 1.853
H -2.192 3.224 0.931
H -1.869 4.526 -0.270
H -2.805 3.206 -0.769
C -3.128 -4.020 2.569
N -2.980 -5.156 1.670
O -2.753 -6.179 2.303
O -3.072 -5.182 0.425
H -2.148 -3.918 3.036
H -3.886 -4.248 3.318
H -3.360 -3.125 1.992
C 3.658 1.409 -4.716
N 3.422 0.665 -5.984
O 2.460 0.950 -6.687
O 4.201 -0.269 -6.257
H 4.468 2.126 -4.853
H 3.935 0.651 -3.984
H 2.672 1.835 -4.533
C 1.543 -1.801 0.942
O 1.124 -2.786 1.494
N 1.535 -0.543 1.553
C 1.278 -0.428 2.962
C 1.794 0.680 0.747
H 1.992 -1.689 -0.057
H 2.047 0.250 3.332
H 1.235 -1.329 3.574
H 0.361 0.087 3.248
H 2.779 0.999 0.404
H 1.233 0.528 -0.175
H 1.254 1.479 1.254
*
```

Properties
- energy above the lowest of the compared OMol25 structures with the same formula, charge and spin (kJ/mol) = 130.3
- E_HOMO (eV) = -9.678

---

DFT (wB97M-V/def2-TZVPD) results for a cluster of 2 separate species, C6H16NO in total at a distorted geometry.

```
! wB97M-V def2-TZVPD RIJCOSX def2/J DEFGRID3
* xyz 0 2
C 1.811 -3.458 0.060
C -0.963 -0.930 -1.186
C 0.474 -1.459 -0.788
C 0.473 -2.963 -0.394
H 2.418 -3.845 -0.744
H 1.712 -4.191 0.858
H 2.248 -2.583 0.481
H -0.920 0.163 -1.348
H -1.609 -1.103 -0.285
H -1.436 -1.471 -2.050
H 0.650 -0.779 0.034
H 1.175 -1.273 -1.630
H -0.290 -3.078 0.420
H 0.088 -3.540 -1.236
C -1.058 2.920 -0.558
N -0.710 3.178 0.837
C -0.314 1.843 1.520
O 0.341 1.002 0.685
H -0.379 2.202 -1.060
H -1.003 3.817 -1.122
H -2.067 2.480 -0.637
H 0.129 3.762 0.828
H -1.281 1.387 1.852
H 0.267 2.066 2.381
*
```

Properties
- energy above the lowest of the compared OMol25 structures with the same formula, charge and spin (kJ/mol) = 119.1
- E_HOMO (spin up / spin down) (eV) = -9.476 / -9.414
- expectation value of S² = 0.75

---

DFT (wB97M-V/def2-TZVPD) results for a cluster of 2 separate species, C6H16NO2 in total at a distorted geometry.

```
! wB97M-V def2-TZVPD RIJCOSX def2/J DEFGRID3
* xyz -1 1
C -0.349 -1.500 1.730
O -0.921 -0.792 2.731
C 0.588 -0.585 0.836
C 0.425 -0.946 -0.696
C 1.789 -0.847 -1.413
C -0.534 -0.009 -1.466
C -0.665 -0.236 -2.986
N 0.188 0.811 1.071
H -1.217 -1.889 1.124
H 0.298 -2.372 2.027
H 1.651 -0.636 1.087
H 0.113 -2.000 -0.694
H 2.294 0.111 -1.255
H 1.681 -0.750 -2.505
H 2.444 -1.698 -1.228
H -1.509 -0.058 -0.962
H -0.154 0.996 -1.325
H -0.642 -1.324 -3.133
H -1.646 0.097 -3.339
H 0.028 0.362 -3.585
H 0.785 1.217 1.796
H -0.592 0.661 1.767
H 0.133 3.070 0.113
H -0.900 2.956 1.245
O -0.557 3.563 0.560
*
```

Properties
- energy above the lowest of the compared OMol25 structures with the same formula, charge and spin (kJ/mol) = 121.6
- E_HOMO (eV) = -2.885

---

The highest energy above the lowest of the compared OMol25 structures with the same formula, charge and spin belongs to which entry? number 7

---

What is the energy above the lowest of the compared OMol25 structures with the same formula, charge and spin in the fifth record? 0.0 kJ/mol

---

Copy entry 9 word for word.
DFT (wB97M-V/def2-TZVPD) results for a cluster of 2 separate species, C6H16N3O2 in total at a distorted geometry.

```
! wB97M-V def2-TZVPD RIJCOSX def2/J DEFGRID3
* xyz 1 1
N -2.704 -0.279 1.145
C -1.468 -0.011 1.499
N -1.168 0.853 2.486
C 0.259 0.851 2.907
C 0.857 -0.547 2.955
C 0.407 -1.400 1.746
N -0.463 -0.685 0.802
O 0.256 0.231 -0.007
H -2.833 -0.746 0.262
H -3.481 -0.011 1.727
H -1.762 0.736 3.303
H 0.822 1.511 2.259
H 0.295 1.283 3.900
H 1.937 -0.467 2.978
H 0.545 -1.044 3.870
H 1.238 -1.817 1.194
H -0.179 -2.249 2.093
H 0.394 -0.256 -0.840
C 0.769 0.662 -4.698
C 0.693 0.716 -3.187
O 0.518 -0.599 -2.621
H -0.133 0.210 -5.109
H 0.882 1.662 -5.116
H 1.619 0.058 -5.022
H -0.164 1.303 -2.864
H 1.596 1.172 -2.771
H 1.269 -1.137 -2.892
*
```

Properties
- energy above the lowest of the compared OMol25 structures with the same formula, charge and spin (kJ/mol) = 210.7
- E_HOMO (eV) = -13.430